ORCA calculation (ωB97M-V/def2-TZVPD) on a molecular structure, C44H38F6KN8O7PS3.

Computed properties:
Orbital gap in eV: 7.00
Relative energy (zero: lowest compared OMol25 entry of this formula, charge and spin) in kJ/mol: 3.8
Maximum force in eV Å⁻¹: 0.57

Structure (ORCA input):
```
! wB97M-V def2-TZVPD RIJCOSX def2/J DEFGRID3
* xyz -2 1
K -0.107 -0.451 0.005
C -0.433 -4.471 3.078
C 0.808 -5.053 3.307
C 1.940 -4.429 2.825
C 1.810 -3.236 2.098
N 0.622 -2.664 1.897
C -0.463 -3.278 2.378
N 2.980 -2.628 1.647
C 3.079 -2.290 0.405
N 2.183 -2.438 -0.611
C 2.801 -2.082 -1.764
N 2.373 -2.107 -2.986
C 1.037 -2.268 -3.291
C 0.700 -3.024 -4.428
C -0.612 -3.066 -4.846
C -1.575 -2.346 -4.144
C -1.157 -1.632 -3.035
N 0.104 -1.596 -2.606
C 4.196 -1.619 -1.486
C 5.191 -1.127 -2.305
C 6.373 -0.709 -1.696
C 6.536 -0.794 -0.314
C 5.525 -1.304 0.499
C 4.357 -1.709 -0.116
H -1.357 -4.911 3.425
H 0.891 -5.983 3.858
H 2.931 -4.835 2.979
H -1.410 -2.793 2.185
H 1.491 -3.539 -4.956
H -0.887 -3.647 -5.719
H -2.616 -2.342 -4.436
H -1.874 -1.049 -2.460
H 5.037 -1.057 -3.374
H 7.174 -0.300 -2.300
H 7.463 -0.451 0.131
H 5.637 -1.376 1.573
O 0.800 2.619 -0.251
S -0.560 2.863 -0.727
O -1.253 3.931 -0.029
O -1.336 1.635 -0.861
C -0.321 3.447 -2.404
C -1.162 4.452 -2.859
C -1.034 4.943 -4.149
C -0.052 4.428 -4.978
C 0.790 3.425 -4.518
C 0.676 2.907 -3.227
P 1.776 1.539 -2.606
C 3.190 2.506 -1.936
C 3.961 1.896 -0.951
C 5.064 2.542 -0.409
C 5.401 3.817 -0.838
C 4.632 4.440 -1.813
C 3.537 3.786 -2.359
C 2.492 0.991 -4.215
C 3.814 1.188 -4.603
C 4.298 0.638 -5.786
C 3.467 -0.117 -6.599
C 2.147 -0.328 -6.217
C 1.671 0.213 -5.036
H -1.906 4.841 -2.177
H -1.696 5.726 -4.501
H 0.068 4.805 -5.987
H 1.553 3.039 -5.182
H 3.692 0.907 -0.598
H 5.650 2.044 0.353
H 6.256 4.328 -0.410
H 4.883 5.440 -2.146
H 2.939 4.283 -3.114
H 4.480 1.767 -3.976
H 5.332 0.800 -6.067
H 3.847 -0.551 -7.516
H 1.491 -0.937 -6.828
H 0.648 0.015 -4.733
C -1.069 1.457 2.726
C -1.389 1.999 4.144
N -0.165 2.083 4.951
C 0.816 2.902 4.230
C 1.176 2.254 2.867
N 0.345 1.068 2.650
C 0.621 0.090 3.705
C 0.384 0.732 5.098
H -1.258 2.214 1.964
H -1.679 0.586 2.483
H -2.093 1.349 4.669
H -1.833 2.996 4.091
H 1.698 3.013 4.868
H 0.383 3.896 4.089
H 2.223 1.939 2.838
H 1.018 2.937 2.035
H 1.648 -0.264 3.589
H -0.031 -0.768 3.551
H 1.315 0.807 5.668
H -0.320 0.139 5.689
F -3.630 -3.334 -1.836
C -3.816 -3.433 -0.515
F -2.839 -4.180 -0.017
F -4.981 -4.061 -0.313
S -3.840 -1.714 0.226
O -2.474 -1.503 0.641
O -4.371 -0.898 -0.820
N -4.894 -1.781 1.396
S -4.780 -2.674 2.682
O -6.088 -2.982 3.181
O -3.794 -3.720 2.618
C -4.112 -1.515 3.951
F -4.096 -2.122 5.147
F -4.860 -0.415 4.058
F -2.863 -1.148 3.660
*
```

Results of the Löwdin charge analysis, in e, for atoms 1 through 99:
1 K 0.66
2 C -0.07
3 C -0.10
4 C -0.03
5 C -0.35
6 N 0.11
7 C -0.14
8 N 0.14
9 C -0.33
10 N 0.14
11 C -0.33
12 N 0.16
13 C -0.37
14 C -0.04
15 C -0.10
16 C -0.09
17 C -0.15
18 N 0.08
19 C -0.12
20 C -0.02
21 C -0.10
22 C -0.11
23 C -0.03
24 C -0.12
25 H 0.09
26 H 0.09
27 H 0.10
28 H 0.06
29 H 0.10
30 H 0.09
31 H 0.09
32 H 0.10
33 H 0.10
34 H 0.09
35 H 0.09
36 H 0.11
37 O -0.38
38 S 0.40
39 O -0.34
40 O -0.42
41 C -0.25
42 C -0.06
43 C -0.09
44 C -0.10
45 C -0.10
46 C -0.31
47 P 1.15
48 C -0.37
49 C -0.08
50 C -0.08
51 C -0.11
52 C -0.10
53 C -0.08
54 C -0.37
55 C -0.10
56 C -0.11
57 C -0.11
58 C -0.09
59 C -0.12
60 H 0.11
61 H 0.09
62 H 0.09
63 H 0.10
64 H 0.10
65 H 0.09
66 H 0.09
67 H 0.09
68 H 0.10
69 H 0.10
70 H 0.09
71 H 0.09
72 H 0.10
73 H 0.10
74 C -0.15
75 C -0.15
76 N -0.17
77 C -0.16
78 C -0.15
79 N -0.17
80 C -0.16
81 C -0.16
82 H 0.10
83 H 0.10
84 H 0.10
85 H 0.11
86 H 0.10
87 H 0.11
88 H 0.12
89 H 0.09
90 H 0.11
91 H 0.09
92 H 0.11
93 H 0.11
94 F 0.12
95 C -0.66
96 F 0.14
97 F 0.12
98 S 0.59
99 O -0.38


ORCA calculation (ωB97M-V/def2-TZVPD) on a molecular structure, C34H43BBeF4N5O3 at a distorted geometry.

Computed properties:
Orbital gap in eV: 6.51
Relative energy (zero: lowest compared OMol25 entry of this formula, charge and spin) in kJ/mol: 2055.3
Maximum force in eV Å⁻¹: 16.97

Structure (ORCA input):
```
! wB97M-V def2-TZVPD RIJCOSX def2/J DEFGRID3
* xyz 1 1
Be -20.197 -1.909 -13.672
B -21.944 -1.864 -12.176
F -23.023 -1.343 -11.525
F -20.903 -0.950 -12.111
F -21.465 -3.011 -11.621
F -22.219 -2.082 -13.502
N -20.925 -3.876 -8.164
C -21.845 -4.276 -7.254
C -23.186 -3.903 -7.275
C -23.630 -3.030 -8.305
C -22.720 -2.701 -9.270
C -21.409 -3.090 -9.181
H -21.435 -4.825 -6.420
H -23.850 -4.187 -6.473
H -24.612 -2.618 -8.485
H -23.134 -2.156 -10.106
H -20.671 -2.656 -9.839
N -20.580 -0.479 -14.419
C -21.531 0.416 -14.022
C -21.746 1.599 -14.749
C -20.955 1.882 -15.850
C -19.833 1.048 -16.151
C -19.743 -0.138 -15.450
H -22.227 0.145 -13.242
H -22.530 2.289 -14.474
H -21.221 2.672 -16.536
H -19.133 1.225 -16.954
H -19.027 -0.882 -15.766
N -24.574 -2.879 -14.187
C -24.041 -3.126 -12.947
C -23.673 -4.378 -12.510
C -23.737 -5.437 -13.413
C -24.358 -5.258 -14.668
C -24.690 -3.950 -15.024
H -23.848 -2.245 -12.352
H -23.258 -4.546 -11.527
H -23.295 -6.386 -13.146
H -24.484 -6.106 -15.326
H -24.923 -3.786 -16.066
N -25.543 -2.514 -9.861
C -25.378 -1.937 -11.107
C -26.390 -1.877 -12.068
C -27.660 -2.322 -11.684
C -27.866 -3.002 -10.499
C -26.788 -3.036 -9.618
H -24.452 -1.423 -11.320
H -26.308 -1.315 -12.986
H -28.512 -2.223 -12.340
H -28.810 -3.393 -10.150
H -26.870 -3.559 -8.677
N -20.982 -2.352 -15.202
C -22.301 -2.444 -15.277
C -23.040 -2.798 -16.379
C -22.365 -3.065 -17.557
C -20.983 -2.864 -17.625
C -20.318 -2.472 -16.415
H -22.798 -2.299 -14.329
H -24.110 -2.917 -16.289
H -22.918 -3.356 -18.438
H -20.391 -2.810 -18.527
H -19.266 -2.229 -16.422
C -24.096 0.230 -10.364
C -25.388 0.369 -9.563
O -26.315 0.970 -10.084
C -25.557 -0.357 -8.208
H -24.136 0.730 -11.332
H -23.875 -0.809 -10.609
H -23.283 0.686 -9.800
H -24.841 -0.067 -7.438
H -25.463 -1.442 -8.250
H -26.537 -0.240 -7.747
C -17.215 0.015 -12.026
C -18.590 0.208 -12.652
O -19.432 -0.750 -12.731
C -18.988 1.550 -13.211
H -16.929 -1.028 -12.163
H -17.247 0.285 -10.970
H -16.477 0.667 -12.492
H -18.525 1.773 -14.172
H -18.605 2.340 -12.564
H -20.063 1.717 -13.279
C -21.663 0.956 -10.647
C -21.009 0.414 -9.400
O -21.583 0.477 -8.295
C -19.707 -0.405 -9.628
H -22.315 0.170 -11.030
H -20.929 1.378 -11.334
H -22.365 1.735 -10.351
H -19.612 -1.161 -8.848
H -18.836 0.250 -9.643
H -19.751 -0.925 -10.585
*
```

Charge distribution, Löwdin scheme, values in e:
1 Be 0.55
2 B -1.33
3 F -0.02
4 F 0.04
5 F 0.23
6 F 0.16
7 N 0.07
8 C -0.15
9 C -0.03
10 C -0.05
11 C -0.07
12 C -0.14
13 H 0.10
14 H 0.10
15 H 0.02
16 H 0.08
17 H 0.08
18 N -0.04
19 C -0.04
20 C -0.01
21 C -0.01
22 C 0.00
23 C -0.10
24 H 0.13
25 H 0.13
26 H 0.12
27 H 0.13
28 H 0.10
29 N 0.09
30 C -0.16
31 C -0.01
32 C -0.02
33 C -0.02
34 C -0.17
35 H 0.07
36 H 0.12
37 H 0.11
38 H 0.11
39 H 0.10
40 N 0.01
41 C -0.15
42 C -0.03
43 C -0.05
44 C -0.04
45 C -0.09
46 H 0.03
47 H 0.11
48 H 0.11
49 H 0.11
50 H 0.12
51 N 0.05
52 C -0.08
53 C -0.02
54 C -0.01
55 C 0.00
56 C -0.07
57 H -0.07
58 H 0.05
59 H 0.12
60 H 0.11
61 H 0.10
62 C -0.05
63 C -0.38
64 O 0.06
65 C 0.00
66 H 0.13
67 H 0.00
68 H 0.05
69 H 0.09
70 H 0.02
71 H 0.09
72 C 0.03
73 C -0.26
74 O -0.05
75 C 0.01
76 H 0.10
77 H 0.09
78 H 0.10
79 H 0.10
80 H 0.11
81 H 0.06
82 C -0.05
83 C -0.37
84 O 0.08
85 C 0.01
86 H 0.05
87 H 0.09
88 H 0.11
89 H 0.09
90 H 0.08
91 H 0.05


ORCA calculation (ωB97M-V/def2-TZVPD) on 2 unconnected molecules or ions with the total composition C4H12 at a distorted geometry.

Computed properties:
Orbital gap in eV: 12.37
Relative energy (zero: lowest compared OMol25 entry of this formula, charge and spin) in kJ/mol: 77.1
Maximum force in eV Å⁻¹: 2.45
SMILES: CC.CC

Structure (ORCA input):
```
! wB97M-V def2-TZVPD RIJCOSX def2/J DEFGRID3
* xyz 0 1
C -0.810 -0.322 -1.427
C -0.948 0.983 -2.171
H -1.617 -1.062 -1.638
H 0.105 -0.842 -1.744
H -0.868 -0.287 -0.350
H -1.280 0.737 -3.163
H -0.066 1.604 -2.265
H -1.570 1.687 -1.572
C 1.315 -0.049 1.243
C 0.372 -0.615 2.306
H 2.228 0.341 1.636
H 1.683 -0.913 0.708
H 1.030 0.738 0.456
H -0.715 -0.637 2.151
H 0.355 0.137 3.084
H 0.786 -1.502 2.747
*
```

Charge distribution, natural (NBO) scheme, values in e:
1 C -0.61
2 C -0.62
3 H 0.20
4 H 0.20
5 H 0.21
6 H 0.21
7 H 0.20
8 H 0.21
9 C -0.62
10 C -0.62
11 H 0.20
12 H 0.20
13 H 0.21
14 H 0.21
15 H 0.20
16 H 0.21


ORCA calculation (ωB97M-V/def2-TZVPD) on a gas-phase ion, C5H8N2P (charge +1) at a distorted geometry.

Computed properties:
Orbital gap in eV: 8.78
Relative energy (zero: lowest compared OMol25 entry of this formula, charge and spin) in kJ/mol: 19.9
Maximum force in eV Å⁻¹: 5.14
SMILES: C=Pc1c[nH+]c(C)[nH]1

Structure (ORCA input):
```
! wB97M-V def2-TZVPD RIJCOSX def2/J DEFGRID3
* xyz 1 1
C -2.871 1.455 0.062
P -2.886 -0.214 -0.229
C -1.157 -0.607 0.056
C -0.446 -1.839 0.208
N 0.919 -1.520 0.177
C 1.096 -0.263 0.046
C 2.384 0.412 -0.145
N -0.059 0.341 0.032
H -3.679 2.146 -0.130
H -1.926 2.088 0.018
H -0.983 -2.760 0.502
H 1.748 -2.202 0.181
H 2.731 -0.016 -1.075
H 2.306 1.394 -0.470
H 3.077 0.286 0.695
H -0.253 1.298 0.072
*
```

Charge distribution, natural (NBO) scheme, values in e:
1 C -0.78
2 P 0.77
3 C -0.22
4 C -0.04
5 N -0.47
6 C 0.47
7 C -0.68
8 N -0.47
9 H 0.25
10 H 0.19
11 H 0.28
12 H 0.47
13 H 0.26
14 H 0.26
15 H 0.27
16 H 0.44


ORCA calculation (ωB97M-V/def2-TZVPD) on a gas-phase ion, C2H3N2S (charge +1) at a distorted geometry.

Computed properties:
Orbital gap in eV: 8.48
Relative energy (zero: lowest compared OMol25 entry of this formula, charge and spin) in kJ/mol: 297.1
Maximum force in eV Å⁻¹: 5.61

Structure (ORCA input):
```
! wB97M-V def2-TZVPD RIJCOSX def2/J DEFGRID3
* xyz 1 1
C 0.252 1.200 0.558
C 0.478 0.413 -0.398
N -1.580 -0.743 1.311
N 0.294 -0.852 -0.592
S -0.962 -1.664 0.480
H 1.392 0.955 -0.993
H -0.305 1.946 1.167
H 0.431 -1.255 -1.534
*
```

Charge distribution, natural (NBO) scheme, values in e:
1 C 0.21
2 C -0.13
3 N -0.67
4 N -0.79
5 S 1.23
6 H 0.39
7 H 0.31
8 H 0.45


ORCA calculation (ωB97M-V/def2-TZVPD) on a molecular structure, C42H43AlGeNO5Te.

Computed properties:
Orbital gap in eV: 4.40
Relative energy (zero: lowest compared OMol25 entry of this formula, charge and spin) in kJ/mol: 66.7
Maximum force in eV Å⁻¹: 0.74

Structure (ORCA input):
```
! wB97M-V def2-TZVPD RIJCOSX def2/J DEFGRID3
* xyz -1 1
Al -0.798 -2.136 0.704
C 4.268 3.005 -0.729
C 3.243 1.926 -0.466
C 3.599 0.688 0.037
C 2.673 -0.331 0.266
C 3.115 -1.593 0.931
O 2.414 -2.191 1.709
C 4.511 -2.110 0.654
C 5.167 -2.803 1.664
C 6.438 -3.318 1.449
C 7.052 -3.154 0.211
C 6.389 -2.482 -0.808
C 5.121 -1.959 -0.583
C 1.315 -0.115 -0.035
O 0.404 -1.040 0.050
C 0.942 1.157 -0.517
C 1.888 2.141 -0.728
C -0.515 1.436 -0.757
N -1.331 1.753 0.158
C -0.876 1.846 1.538
C -0.633 3.296 1.941
Te -2.142 4.691 1.324
C -1.211 5.118 -0.517
C 0.001 5.809 -0.555
C 0.642 6.032 -1.769
C 0.079 5.568 -2.953
C -1.133 4.890 -2.921
C -1.779 4.668 -1.708
C -1.037 1.366 -2.165
C -0.184 1.210 -3.250
C -0.692 1.140 -4.545
C -2.059 1.215 -4.762
C -2.920 1.358 -3.677
C -2.412 1.432 -2.391
H 5.257 2.698 -0.385
H 4.009 3.937 -0.221
H 4.345 3.231 -1.796
H 4.640 0.512 0.301
H 4.658 -2.936 2.611
H 6.945 -3.856 2.241
H 8.043 -3.557 0.039
H 6.856 -2.366 -1.778
H 4.591 -1.451 -1.383
H 1.560 3.110 -1.098
H 0.051 1.293 1.717
H -1.649 1.409 2.172
H 0.283 3.666 1.475
H -0.540 3.398 3.022
H 0.442 6.179 0.364
H 1.585 6.564 -1.788
H 0.587 5.727 -3.896
H -1.570 4.508 -3.835
H -2.708 4.111 -1.687
H 0.885 1.130 -3.088
H -0.016 1.013 -5.381
H -2.457 1.140 -5.767
H -3.991 1.394 -3.836
H -3.063 1.537 -1.534
C -1.045 -1.823 7.417
O -2.302 -1.370 6.934
C -2.466 -1.308 5.592
C -3.711 -0.799 5.160
C -3.933 -0.680 3.819
C -2.977 -1.053 2.850
C -3.199 -0.795 1.440
C -4.496 -0.307 0.882
O -2.313 -0.989 0.603
C -1.745 -1.619 3.296
O -0.818 -2.058 2.516
C -1.508 -1.707 4.692
H -1.093 -1.757 8.500
H -0.231 -1.196 7.049
H -0.856 -2.857 7.125
H -4.454 -0.513 5.893
H -4.878 -0.265 3.495
H -5.310 -0.245 1.598
H -4.762 -0.999 0.080
H -4.338 0.673 0.428
H -0.556 -2.116 4.990
C 0.151 -2.857 -2.984
Ge -1.324 -3.765 -2.033
C -2.927 -2.873 -2.831
C -1.417 -5.592 -2.771
C -1.206 -3.679 -0.186
H 0.057 -3.015 -4.064
H 1.127 -3.225 -2.652
H 0.105 -1.777 -2.791
H -2.949 -2.932 -3.929
H -2.909 -1.815 -2.539
H -3.845 -3.323 -2.435
H -1.481 -5.576 -3.867
H -2.299 -6.109 -2.381
H -0.528 -6.157 -2.478
H -1.842 -4.425 0.306
*
```

Charge distribution, Löwdin scheme, values in e:
1 Al 0.00
2 C -0.06
3 C -0.26
4 C 0.00
5 C -0.05
6 C -0.28
7 O 0.12
8 C -0.15
9 C -0.02
10 C -0.08
11 C -0.10
12 C -0.08
13 C -0.04
14 C -0.23
15 O 0.02
16 C -0.10
17 C 0.01
18 C -0.19
19 N 0.10
20 C -0.29
21 C -0.48
22 Te 1.22
23 C -0.58
24 C -0.16
25 C -0.10
26 C -0.09
27 C -0.08
28 C -0.15
29 C -0.14
30 C -0.03
31 C -0.08
32 C -0.09
33 C -0.08
34 C -0.05
35 H 0.07
36 H 0.07
37 H 0.07
38 H 0.12
39 H 0.12
40 H 0.10
41 H 0.10
42 H 0.10
43 H 0.12
44 H 0.12
45 H 0.12
46 H 0.11
47 H 0.04
48 H 0.04
49 H 0.09
50 H 0.10
51 H 0.10
52 H 0.10
53 H 0.08
54 H 0.11
55 H 0.10
56 H 0.10
57 H 0.10
58 H 0.10
59 C -0.08
60 O -0.08
61 C -0.29
62 C -0.02
63 C -0.03
64 C -0.08
65 C -0.33
66 C 0.03
67 O 0.07
68 C -0.27
69 O 0.03
70 C 0.07
71 H 0.09
72 H 0.09
73 H 0.09
74 H 0.11
75 H 0.10
76 H 0.06
77 H 0.10
78 H 0.09
79 H 0.12
80 C -0.23
81 Ge 0.62
82 C -0.24
83 C -0.26
84 C -0.34
85 H 0.00
86 H 0.01
87 H -0.01
88 H 0.00
89 H -0.01
90 H 0.00
91 H 0.00
92 H 0.00
93 H 0.00
94 H -0.08


Number 1: calculated total energy -146928.46318 eV. Number 2: calculated total energy -61472.51311 eV. Number 3: calculated total energy -4341.72903 eV. Number 4: calculated total energy -17575.76443 eV. Number 5: calculated total energy -15924.54559 eV. Number 6: calculated total energy -126389.52404 eV.